54
Properties=species:S:1:pos:R:3:lowdin_charge:R:1 method="wB97M-V/def2-TZVPD" gap_ev=7.41 de_lowest_ev=1.2805 e_homo_ev=-3.9 total_charge=-2 e_lumo_ha=0.1277
K 10.195 -1.616 10.136 0.90
P 9.626 -0.568 6.883 0.32
O 7.088 -1.915 9.909 -0.08
O 10.368 -4.329 5.673 -0.05
O 9.029 2.565 4.748 -0.05
O 11.919 -2.027 4.284 -0.06
O 10.548 -1.812 6.589 -0.38
O 9.006 0.009 5.524 -0.41
O 8.950 -2.192 4.145 -0.05
O 12.051 1.656 6.071 -0.07
O 6.976 1.174 7.369 -0.05
O 6.458 -1.760 5.906 -0.06
O 9.507 3.053 7.411 -0.07
O 10.763 0.264 3.694 -0.08
O 8.577 0.886 9.838 -0.09
O 8.319 -3.511 7.435 -0.07
O 8.442 -1.018 7.828 -0.46
O 7.011 0.287 3.999 -0.08
O 13.082 -1.364 7.981 -0.05
O 11.890 0.966 9.851 -0.08
O 10.390 0.517 7.676 -0.39
O 11.412 -3.496 8.493 -0.12
H 12.457 -0.656 7.826 0.00
H 8.551 0.218 9.153 -0.07
H 12.355 -3.572 8.346 0.03
H 11.470 0.796 9.008 -0.05
H 11.410 1.238 6.646 -0.07
H 11.409 -1.876 5.080 -0.03
H 11.464 -2.743 3.841 0.04
H 6.889 -2.614 5.893 0.02
H 10.102 0.278 4.386 -0.06
H 11.104 -2.927 7.788 -0.06
H 9.260 2.938 6.493 -0.03
H 7.289 0.293 7.572 -0.03
H 10.566 -3.454 6.006 -0.04
H 9.082 -3.869 6.981 -0.02
H 11.841 1.916 9.957 0.04
H 7.612 1.516 6.741 0.00
H 9.044 -1.304 4.490 -0.04
H 6.452 -0.406 4.351 0.00
H 7.851 0.165 4.441 -0.06
H 9.404 2.518 3.869 0.05
H 9.222 -2.759 4.866 -0.02
H 11.203 -4.796 5.715 0.06
H 8.735 1.672 4.931 -0.02
H 6.911 -2.826 9.674 0.03
H 8.514 -2.579 7.534 -0.07
H 7.110 -1.167 6.279 -0.02
H 11.312 -0.492 3.902 -0.03
H 10.037 2.282 7.615 -0.03
H 9.066 1.611 9.449 0.01
H 11.549 1.912 5.297 0.00
H 7.447 -1.527 9.111 -0.04
H 12.787 -2.073 7.410 0.00